ORCA calculation (ωB97M-V with the def2-TZVPD basis set) on a molecular structure, C34H26FeN10O3.

ORCA input file:
```
! RIJCOSX wB97M-V def2-TZVPD def2/J DEFGRID3
* xyz 1 6
Fe -0.7875 -0.0257 1.6216
O 0.5472 0.3287 0.1247
C 1.6865 0.8636 -0.0623
C 2.3619 0.6913 -1.3068
C 3.5664 1.2828 -1.5348
C 4.2037 2.0894 -0.5482
C 3.6047 2.2666 0.6536
C 2.3422 1.6614 0.9532
C 1.7843 1.8947 2.2105
N 0.6375 1.3634 2.6349
N 0.2935 1.7559 3.8420
C -0.9114 1.1830 4.1897
O -1.5055 0.3624 3.4514
C -1.4856 1.5881 5.4763
C -0.7414 2.3421 6.3866
C -1.3119 2.7229 7.5887
C -2.6226 2.3661 7.8782
C -3.3661 1.6156 6.9740
C -2.7985 1.2219 5.7767
H 1.8782 0.0771 -2.0539
H 4.0554 1.1357 -2.4904
H 5.1555 2.5546 -0.7628
H 4.0782 2.8711 1.4180
H 2.3057 2.5546 2.9004
H 0.2750 2.6165 6.1436
H -0.7372 3.2993 8.3011
H -3.0694 2.6765 8.8138
H -4.3848 1.3381 7.2088
H -3.3589 0.6320 5.0648
C 2.6267 -4.0739 0.3782
N 1.4786 -3.4344 1.0057
C 1.3215 -2.1568 1.3159
N 0.0790 -1.9498 1.7312
C -0.4875 -3.1909 1.6513
N 0.3241 -4.1140 1.2070
C 2.8366 -3.6548 -1.0613
C 4.0859 -3.8847 -1.6293
C 4.3183 -3.5925 -2.9630
C 3.3043 -3.0607 -3.7444
C 2.0585 -2.8160 -3.1787
C 1.8233 -3.1094 -1.8366
C 0.9976 -2.2821 -4.0416
N 0.7981 -2.5420 -5.2819
N -0.3056 -1.7808 -5.6696
C -0.6793 -1.1291 -4.6293
O 0.0973 -1.3920 -3.5411
C -1.7836 -0.1716 -4.5183
C -2.8741 -0.2929 -5.3772
C -3.9047 0.6264 -5.3078
C -3.8574 1.6635 -4.3840
C -2.7694 1.7949 -3.5340
C -2.7281 2.8958 -2.4998
N -2.7714 2.3321 -1.1512
C -1.7470 1.8654 -0.4551
N -2.1942 1.1463 0.5682
C -3.5512 1.2351 0.4373
N -3.9385 1.9308 -0.5990
C -1.7308 0.8717 -3.6045
H 2.4372 -5.1438 0.4426
H 3.5125 -3.8509 0.9718
H 2.1043 -1.4215 1.2387
H -1.5060 -3.4023 1.9331
H 4.8812 -4.3065 -1.0250
H 5.2920 -3.7808 -3.3951
H 3.4638 -2.8360 -4.7904
H 0.8379 -2.9316 -1.4204
H -2.9009 -1.1093 -6.0862
H -4.7562 0.5324 -5.9681
H -4.6705 2.3774 -4.3317
H -3.5784 3.5646 -2.6006
H -1.8085 3.4766 -2.5681
H -0.7166 2.0368 -0.7053
H -4.2474 0.7727 1.1175
H -0.8669 0.9592 -2.9533
*
```

Output
Molar mass, g mol⁻¹: 678.5
F_max, eV/Å: 0.77
ΔE to the lowest compared entry with this formula, charge and spin, kJ/mol: 0.00
Orbital gap (spin up / spin down), eV: 7.56 / 5.96

---

ORCA calculation (ωB97M-V with the def2-TZVPD basis set) on 2 unconnected molecules or ions with the total composition C34H27BF3NO2S in a non-equilibrium geometry.

ORCA input file:
```
! RIJCOSX wB97M-V def2-TZVPD def2/J DEFGRID3
* xyz 0 1
C 4.0161 3.5005 1.6834
N 2.9918 2.4924 1.7251
C 2.2098 2.1966 0.6659
C 1.2048 1.2882 1.0516
C -0.0196 1.4271 0.3043
C -1.3007 1.3016 1.2941
C -1.6345 0.3913 2.3586
C -2.5869 0.7167 3.3498
C -3.2323 1.9525 3.3805
C -2.8901 2.8511 2.3809
C -1.9569 2.5203 1.3975
C 1.5686 0.8447 2.4213
C 1.2161 -0.0725 3.4088
C 1.7998 -0.0489 4.6898
C 2.8382 0.8430 5.0214
C 3.3073 1.7271 4.0316
C 2.6788 1.6584 2.7950
H 5.0158 3.0710 1.7573
H 3.9472 4.0386 0.7352
H 3.9001 4.2210 2.4917
H 2.1894 2.7982 -0.2364
H 0.1302 3.1109 -0.3053
H -1.2564 -0.6316 2.4325
H -2.8686 0.0342 4.1640
H -3.9681 2.2499 4.1252
H -3.3334 3.8513 2.2985
H -1.6627 3.2883 0.6773
H 0.4639 -0.8222 3.1986
H 1.4609 -0.7402 5.4750
H 3.2877 0.8520 6.0250
H 4.1256 2.4314 4.2226
C -1.0733 2.3668 -5.0037
C -0.5352 1.8027 -3.7089
C 0.8201 1.5329 -3.4299
C 1.0524 1.5994 -2.0169
C 0.0291 2.1033 -0.8384
B -1.2634 -2.7060 -1.3161
C 0.2731 -2.6938 -1.6390
C 0.6468 -2.7938 -2.9821
C 1.8183 -3.4730 -3.2783
C 2.6513 -3.8123 -2.2219
C 3.7613 -4.7582 -2.4940
F 4.8006 -4.1064 -3.1005
F 4.2259 -5.3781 -1.3744
F 3.3659 -5.7432 -3.3521
C 2.4645 -3.3164 -0.9426
C 1.2803 -2.6384 -0.6669
O -1.7822 -2.3169 -0.0480
C -2.9246 -1.5446 -0.2817
C -3.2207 -1.6152 -1.6624
C -4.5341 -1.6964 -2.1101
C -5.5453 -1.7742 -1.1652
C -5.2648 -1.6475 0.2060
C -3.9587 -1.4992 0.6508
O -2.2447 -2.3958 -2.2846
S -1.3606 2.0401 -2.1654
H -0.3774 3.1373 -5.3857
H -1.2717 1.6716 -5.8415
H -2.0219 2.8746 -4.7672
H 1.4923 1.1802 -4.2611
H 1.7604 0.9218 -1.5473
H 0.0815 -2.3292 -3.7891
H 2.0104 -3.8525 -4.2746
H 3.1504 -3.5489 -0.1361
H 1.1634 -2.0369 0.2359
H -4.7137 -1.8617 -3.1657
H -6.5745 -1.9153 -1.4983
H -6.0945 -1.6538 0.9249
H -3.7289 -1.4658 1.7116
*
```

Output
Molar mass, g mol⁻¹: 581.5
F_max, eV/Å: 9.63
Orbital gap, eV: 3.80

---

> Among the records above, which one has the highest F_max?

C34H27BF3NO2S